(1)
Here is a single C30H33N3O3S3 molecule in a non-equilibrium geometry from OMol25. Energies are from ωB97M-V with the def2-TZVPD basis set.

ORCA input file:
```
! wB97M-V def2-TZVPD RIJCOSX def2/J DEFGRID3
* xyz 0 1
C 5.302 -2.587 1.776
C 3.883 -2.634 1.235
C 2.803 -3.180 1.914
C 1.563 -3.137 1.325
C 1.336 -2.573 0.090
C 2.409 -2.028 -0.609
C 2.150 -1.428 -1.978
N 2.278 0.050 -2.038
C 1.217 0.730 -1.367
C -0.013 0.731 -1.996
C -1.114 1.323 -1.435
C -1.044 1.940 -0.195
C -2.246 2.571 0.481
C -3.504 2.699 -0.400
C -4.499 1.525 -0.214
C -5.434 1.710 1.016
C -5.143 0.693 2.174
C -6.320 -0.259 2.459
C -6.338 -1.486 1.518
S -7.703 -1.251 0.325
C -7.327 -2.478 -0.882
N -6.534 -3.448 -0.608
N -6.451 -4.229 -1.759
C -7.194 -3.661 -2.616
O -7.805 -2.539 -2.148
C 0.189 1.946 0.423
C 1.289 1.352 -0.140
S 2.824 1.386 0.756
C 4.001 1.121 -0.553
C 3.587 0.512 -1.735
C 4.546 0.294 -2.703
C 5.867 0.638 -2.551
C 6.259 1.235 -1.375
C 5.333 1.479 -0.388
S 5.956 2.242 1.107
C 7.295 3.391 0.689
O 6.562 1.193 1.887
O 4.967 3.017 1.798
C 3.652 -2.092 -0.016
H 5.962 -2.250 0.972
H 5.320 -1.811 2.555
H 5.630 -3.528 2.224
H 2.962 -3.617 2.897
H 0.709 -3.578 1.839
H 0.349 -2.528 -0.364
H 2.876 -1.837 -2.693
H 1.150 -1.688 -2.335
H -0.111 0.238 -2.961
H -2.064 1.279 -1.960
H -2.510 1.960 1.359
H -2.014 3.569 0.873
H -4.057 3.600 -0.101
H -3.299 2.816 -1.469
H -5.127 1.402 -1.104
H -3.937 0.593 -0.064
H -5.382 2.725 1.425
H -6.469 1.518 0.707
H -4.196 0.162 2.019
H -5.005 1.293 3.086
H -6.260 -0.605 3.498
H -7.251 0.317 2.375
H -6.579 -2.383 2.094
H -5.393 -1.638 0.991
H -7.355 -4.038 -3.616
H 0.235 2.442 1.392
H 4.240 -0.207 -3.621
H 6.551 0.399 -3.360
H 7.308 1.479 -1.246
H 7.854 3.065 -0.189
H 7.961 3.410 1.553
H 6.805 4.354 0.530
H 4.495 -1.682 -0.575
*
```

Properties
Calculated total energy   -74762.2219 eV
LUMO   0.5 eV
HOMO energy   -7.67 eV
Frontier orbital gap   8.2 eV

---

(2)
Here is a 2-piece molecular cluster, C3H5NO3 overall in a non-equilibrium geometry from OMol25. Energies are from ωB97M-V with the def2-TZVPD basis set.

ORCA input file:
```
! wB97M-V def2-TZVPD RIJCOSX def2/J DEFGRID3
* xyz 0 1
N -1.681 -0.707 0.203
C -0.566 -0.182 0.808
O 0.223 -0.816 1.475
C -0.349 1.276 0.759
O 1.679 0.832 -0.536
C 1.657 -0.326 -1.132
O 0.843 -1.223 -0.988
H -2.012 -0.271 -0.650
H -1.543 -1.704 0.079
H -1.207 1.953 0.595
H 0.502 1.663 1.286
H 2.454 -0.495 -1.899
*
```

Properties
Calculated total energy   -10821.0395 eV
LUMO (spin up / spin down)   -2.9 / -1.8 eV
HOMO energy (spin up / spin down)   -9.75 / -10.00 eV
Frontier orbital gap (spin up / spin down)   6.8 / 8.2 eV

---

(3)
Here is a 10-piece molecular cluster, C30H75F2N20O13Si overall in a non-equilibrium geometry from OMol25. Energies are from ωB97M-V with the def2-TZVPD basis set.

ORCA input file:
```
! wB97M-V def2-TZVPD RIJCOSX def2/J DEFGRID3
* xyz 1 1
C 2.188 1.112 5.223
C 1.781 2.506 4.822
O 2.354 2.797 3.559
C 1.914 3.996 2.981
C 1.004 3.700 1.824
N -0.106 2.790 2.107
C -0.181 1.739 1.374
C -1.272 0.758 1.482
C -2.611 1.260 2.049
C -3.629 1.388 0.929
C -3.127 0.296 3.136
C 0.963 1.651 0.416
C 2.066 0.705 0.939
C 3.241 0.532 -0.019
C 4.080 -0.686 0.361
F 4.388 -1.411 -0.791
C 0.443 1.263 -0.976
C 0.151 -0.232 -1.157
O -1.211 -0.411 -1.515
Si -1.519 -0.762 -3.146
C -0.335 0.087 -4.321
C -3.270 -0.168 -3.455
C -1.517 -2.591 -3.392
C 1.611 3.083 0.519
C 1.387 4.105 -0.566
O 2.264 4.855 -0.935
N 0.085 4.194 -1.093
C -0.206 5.449 -1.676
O 0.033 5.788 -2.783
F -0.790 6.243 -0.768
H 2.169 0.503 4.325
H 3.210 1.107 5.586
H 1.492 0.722 5.945
H 0.688 2.530 4.780
H 2.084 3.227 5.581
H 2.750 4.619 2.674
H 1.351 4.583 3.709
H 0.521 4.643 1.552
H -0.740 3.039 2.854
H -0.883 -0.110 2.009
H -1.448 0.409 0.465
H -2.542 2.236 2.526
H -3.398 2.250 0.303
H -3.623 0.519 0.283
H -4.617 1.569 1.332
H -3.699 0.856 3.866
H -3.753 -0.479 2.712
H -2.293 -0.135 3.676
H 1.681 -0.275 1.199
H 2.457 1.116 1.866
H 2.954 0.412 -1.059
H 3.872 1.415 0.021
H 3.512 -1.315 1.026
H 5.012 -0.364 0.804
H -0.458 1.814 -1.213
H 1.195 1.568 -1.696
H 0.303 -0.792 -0.239
H 0.844 -0.659 -1.878
H 0.298 -0.665 -4.777
H 0.321 0.774 -3.789
H -0.836 0.652 -5.095
H -3.867 -0.446 -2.587
H -3.319 0.914 -3.533
H -3.702 -0.660 -4.317
H -2.260 -3.037 -2.739
H -0.526 -2.994 -3.203
H -1.875 -2.780 -4.396
H 2.667 3.029 0.711
H -0.616 3.902 -0.423
C 4.923 -1.529 3.937
O 4.050 -1.019 3.247
N 5.890 -2.335 3.409
N 4.996 -1.329 5.284
H 6.614 -2.758 3.957
H 5.867 -2.502 2.421
H 4.300 -0.740 5.700
H 5.704 -1.736 5.864
C -1.090 1.065 7.446
O -0.618 0.464 6.490
N -0.768 0.750 8.732
N -1.976 2.097 7.300
H -1.144 1.229 9.528
H -0.123 -0.004 8.875
H -2.242 2.349 6.369
H -2.372 2.597 8.073
C -3.853 -5.544 -4.358
O -3.628 -4.377 -4.635
N -5.092 -6.079 -4.224
N -2.826 -6.441 -4.160
H -5.241 -7.053 -3.995
H -5.875 -5.469 -4.364
H -1.889 -6.103 -4.280
H -2.979 -7.409 -3.945
C -1.562 2.205 -7.969
O -0.915 1.426 -7.291
N -2.674 1.819 -8.665
N -1.227 3.527 -8.089
H -3.217 2.444 -9.229
H -2.945 0.856 -8.600
H -0.414 3.841 -7.594
H -1.746 4.180 -8.644
C 2.094 -3.898 -2.338
O 1.516 -2.877 -2.691
N 3.376 -3.900 -1.873
N 1.463 -5.105 -2.381
H 3.850 -4.735 -1.584
H 3.858 -3.019 -1.831
H 0.516 -5.112 -2.706
H 1.884 -5.969 -2.097
C 0.225 8.889 2.172
O 0.655 9.015 3.302
N 0.482 7.767 1.417
N -0.547 9.836 1.560
H 0.143 7.633 0.485
H 1.051 7.062 1.843
H -0.752 10.667 2.081
H -0.904 9.741 0.628
C -5.758 -10.033 -3.312
O -5.630 -8.850 -3.602
N -6.983 -10.612 -3.174
N -4.688 -10.853 -3.109
H -7.111 -11.577 -2.940
H -7.787 -10.031 -3.321
H -3.773 -10.456 -3.204
H -4.777 -11.823 -2.873
C 6.082 5.105 0.937
O 6.883 4.518 1.638
N 4.898 4.529 0.537
N 6.281 6.382 0.490
H 4.215 4.988 -0.041
H 4.735 3.592 0.848
H 7.133 6.835 0.762
H 5.628 6.872 -0.089
C -0.995 -6.663 0.106
O -0.595 -7.434 -0.759
N -0.598 -6.783 1.411
N -1.859 -5.636 -0.140
H -0.909 -6.171 2.140
H 0.034 -7.529 1.633
H -2.190 -5.511 -1.081
H -2.180 -5.010 0.573
*
```

Properties
Calculated total energy   -102064.8454 eV
LUMO   -3.0 eV
HOMO energy   -10.53 eV
Frontier orbital gap   7.6 eV

---

Among the records above, which one has the lowest calculated total energy? C30H75F2N20O13Si

---

Which value of calculated total energy does entry 2 give? -10821.0395 eV

---

What is the calculated total energy in the third record? -102064.8454 eV